61
Properties=species:S:1:pos:R:3:nbo_charge:R:1 method="wB97M-V/def2-TZVPD" spin_multiplicity=2 mol_weight_g_mol=662.2 s_squared=1.0148 homo_ev="-16.609 / -16.609" gap_ev="3.80 / 3.80" e_lumo_ev="-12.809 / -12.810" charge=+3 total_energy_ev=-84802.3048
C 3.978 1.138 4.035 -0.27
C 0.287 -1.135 2.152 0.35
H 3.471 0.440 3.362 0.21
H -2.153 1.450 -1.668 0.27
H 4.732 2.433 2.463 0.21
C 2.269 3.991 5.899 0.12
H 5.080 0.976 5.909 0.22
C -2.973 -0.453 1.583 -0.92
H 3.103 1.339 -1.916 0.28
C 0.978 3.946 5.377 -0.21
H 4.084 -0.130 0.123 0.28
H 3.105 -1.184 1.189 0.26
O 0.425 -1.880 3.054 -0.36
H 1.342 1.505 -2.266 0.27
C -2.639 1.281 -0.693 -0.95
C 2.248 -1.521 -1.724 -0.94
H -2.465 -2.567 -0.481 0.27
H 5.206 -0.451 4.846 0.26
H -3.744 -1.484 -1.125 0.28
H -2.517 1.547 4.058 0.24
H -2.857 0.421 2.240 0.24
H 2.518 4.723 6.669 0.28
H -1.366 3.711 4.612 0.25
H -2.630 -1.344 2.127 0.26
C 0.612 3.033 4.410 0.10
C -2.662 -1.611 -0.980 -0.94
H -2.162 -1.623 -1.964 0.27
H -0.914 0.795 3.829 0.17
C 3.225 3.079 5.451 -0.24
C 3.125 -0.229 0.646 -0.93
H 3.709 -0.152 5.751 0.22
C -1.460 1.600 4.338 -0.59
P 1.775 -0.198 -0.601 0.88
C -1.093 3.350 2.531 -0.59
H -0.410 2.778 1.881 0.16
H 2.016 2.201 -0.760 0.23
C 4.529 0.330 5.213 -0.60
C 2.098 1.371 -1.476 -0.95
H -2.134 3.156 2.229 0.24
H -0.881 4.416 2.389 0.26
H 3.012 0.591 1.368 0.24
H -1.382 1.429 5.416 0.25
C 2.920 2.147 4.475 0.17
H -2.400 2.128 -0.035 0.24
H 2.285 -2.461 -1.159 0.27
H 3.238 -1.307 -2.152 0.28
C 1.624 2.188 3.817 0.56
H 1.512 -1.620 -2.534 0.27
I -0.588 -1.233 -3.938 0.07
O 1.415 1.531 2.749 -0.52
C -0.858 2.962 3.988 -0.26
P -2.009 -0.269 0.031 0.87
H 5.818 1.085 2.876 0.26
H 0.217 4.640 5.748 0.27
H -3.723 1.207 -0.835 0.29
C 5.122 1.826 3.287 -0.60
V 0.076 0.135 0.827 0.88
H 4.236 3.085 5.871 0.28
H 5.682 2.485 3.964 0.23
H -4.035 -0.572 1.333 0.29
I -0.738 1.354 -3.953 0.07